7
Properties=species:S:1:pos:R:3 method="wB97M-V/def2-TZVPD" lumo_energy_ev="-3.8839 / -4.5761" orbital_gap_ha="0.2694 / 0.2526" de_lowest_kj_mol=272.7 multiplicity=1 molar_mass_g_mol=227.8
C -0.546 0.422 -0.210
N -0.393 -0.100 1.079
N 0.664 0.713 -0.628
N 0.836 -0.122 1.359
N 1.468 0.325 0.376
Br -2.269 0.761 -0.928
Br -5.151 -0.161 0.602